Record 1
This record from the Open Molecules 2025 dataset describes 5 unconnected molecules or ions with the total composition C12H38N3O5 in a non-equilibrium geometry. The level of theory is wB97M-V/def2-TZVPD.

Each line ends with the Mulliken charge.
Cartesian coordinates (Å):
O (-0.741790, 0.076655, 0.910680)  -0.104
H (-1.036800, 0.908745, 1.287780)  0.664
H (-0.546490, 0.258035, -0.011580)  0.140
H (-1.406040, -0.608445, 1.015540)  0.415
C (1.605030, -2.729655, 1.168040)  -1.600
C (2.240520, -1.531085, 0.391470)  1.636
C (2.898780, -0.568885, 1.412610)  -1.000
O (1.812360, 0.142845, 2.110630)  -0.126
C (2.342490, 1.276285, 2.816390)  -0.918
N (3.143290, -1.927295, -0.625920)  -0.570
H (2.455490, -3.318035, 1.512470)  0.513
H (0.883520, -3.191575, 0.494130)  0.355
H (1.068250, -2.545475, 2.098660)  0.318
H (1.454300, -1.031645, -0.174680)  -0.787
H (3.583950, 0.154315, 0.970320)  0.527
H (3.545500, -1.110895, 2.102590)  0.400
H (3.217470, 0.859945, 3.315560)  0.346
H (1.703550, 1.679485, 3.602060)  0.223
H (2.531910, 2.008105, 2.031110)  0.335
H (3.928010, -1.294365, -0.686950)  0.217
H (3.423650, -2.897375, -0.646670)  0.218
C (0.285730, 2.924425, -0.704060)  -1.375
C (0.633350, 1.922145, -1.804440)  0.343
C (2.134840, 1.543395, -1.971340)  -0.535
O (2.858310, 2.734565, -2.331540)  -0.387
C (4.187960, 2.493485, -2.793030)  -0.757
N (-0.152220, 0.701885, -1.617810)  -0.637
H (-0.781330, 3.146615, -0.693470)  0.379
H (0.854550, 3.848955, -0.803090)  0.418
H (0.492020, 2.594815, 0.314220)  0.082
H (0.426110, 2.343075, -2.788290)  0.317
H (2.239760, 0.872375, -2.823880)  0.528
H (2.571210, 1.146495, -1.054740)  0.073
H (4.872820, 2.146335, -2.019380)  0.275
H (4.581010, 3.424855, -3.200670)  0.277
H (4.173380, 1.806575, -3.639230)  0.329
H (0.190420, -0.042775, -2.207890)  0.249
H (-1.028580, 0.973865, -2.039840)  0.321
C (-3.104800, -3.513815, -0.759710)  -1.535
C (-2.760220, -2.092395, -0.249440)  0.699
C (-4.050310, -1.168745, -0.162580)  -0.819
O (-3.593860, 0.217665, -0.024280)  -0.062
C (-4.625350, 1.116075, 0.224230)  -0.923
N (-2.144420, -2.212905, 1.023270)  -0.702
H (-3.448200, -4.122505, 0.076760)  0.373
H (-2.256370, -4.068745, -1.160120)  0.407
H (-3.779110, -3.382845, -1.606020)  0.441
H (-2.059040, -1.625085, -0.940870)  -0.195
H (-4.813730, -1.475005, 0.552610)  0.439
H (-4.519840, -1.256305, -1.142360)  0.369
H (-5.152460, 0.934135, 1.160800)  0.386
H (-5.245970, 1.176935, -0.669760)  0.334
H (-4.215610, 2.107835, 0.415600)  0.232
H (-2.745250, -2.457895, 1.797280)  0.254
H (-1.655820, -3.096825, 1.030770)  0.228
O (-1.899710, 1.751705, 2.260070)  -0.509
H (-2.587900, 1.305115, 2.753200)  0.230
H (-1.988310, 2.672845, 2.504800)  0.251

Force components x, y, z for each atom (eV/Å):
1.49 -0.13 0.93
-0.66 1.07 1.08
0.82 0.21 -2.72
-1.13 -1.88 0.38
0.56 0.68 -0.49
-1.14 0.51 1.76
-1.65 0.56 0.17
0.69 -0.68 -0.25
0.36 -1.25 -0.58
1.04 -0.60 -0.83
-0.17 -0.74 -0.47
0.42 -0.73 0.03
-0.05 0.91 -0.19
-0.40 0.57 0.71
-0.17 0.31 -0.53
-0.21 -0.32 0.40
0.51 0.87 0.09
-0.48 -0.29 -0.35
0.54 0.49 0.48
0.18 -0.34 -0.17
0.17 0.13 0.23
0.31 0.15 0.09
1.76 0.16 -0.10
0.19 1.62 0.02
-0.17 -0.23 0.30
-0.46 0.27 -0.38
-0.64 0.08 0.02
-0.09 0.16 -0.35
-0.15 0.02 -0.29
0.33 -0.56 -0.01
-0.35 0.36 0.04
-0.13 -0.58 0.18
-0.06 -0.42 0.09
-0.13 -0.17 0.19
-0.17 0.13 0.26
0.03 -0.37 0.05
0.27 -0.21 -0.14
-0.67 -0.46 0.12
0.05 0.87 -0.54
-2.42 -0.50 -0.43
1.75 0.39 -1.53
0.52 -1.99 0.66
-0.18 0.94 0.01
1.35 -0.08 1.88
-0.71 0.07 -0.26
0.38 0.36 0.05
-0.44 -0.62 0.23
-0.05 0.22 -0.09
0.33 0.08 0.55
-0.22 0.09 -0.15
-0.52 -0.62 -0.17
-0.59 0.05 0.30
0.42 0.02 -0.41
-1.06 0.69 -0.02
1.16 0.09 -0.29
-0.25 0.57 0.33
-0.22 -0.31 0.12
0.17 0.37 -0.01

Properties
Charge: +1
Multiplicity: 1
LUMO, hartree: -0.089
Energy relative to the best compared isomer or geometry (same formula, charge and spin), kcal/mol: 23.9
Orbital gap, Ha: 0.33333
DFT total energy, eV: -27759.8087

=====

Record 2
This record from the Open Molecules 2025 dataset describes a single C6H10O2 molecule in a non-equilibrium geometry. The level of theory is wB97M-V/def2-TZVPD.

Each line ends with the Mulliken charge.
Cartesian coordinates (Å):
C (-2.416862, 1.104375, 0.473790)  -1.446
C (-1.984020, -0.253745, -0.028221)  0.621
C (-0.486300, -0.475948, -0.306644)  -0.314
C (0.485517, 0.531610, 0.251648)  -1.035
C (1.916794, 0.241728, -0.094928)  0.235
C (2.745801, -0.847654, 0.767114)  -1.013
H (-1.991348, 1.918085, -0.133207)  0.343
H (-1.764885, 1.435974, 1.541179)  0.222
H (-3.279259, 1.049914, 0.617784)  0.594
H (-0.269056, -0.400872, -1.203509)  0.488
H (-0.336364, -1.700099, -0.016804)  0.203
H (0.154230, 1.363442, 0.123205)  0.861
H (0.222093, 0.389439, 1.321091)  0.439
H (2.940550, -0.349220, 1.834983)  0.243
H (3.761060, -1.157050, 0.447224)  0.288
H (2.030101, -1.453443, 0.657823)  0.347
O (-2.814390, -1.082198, -0.403675)  -0.570
O (2.435302, 0.719903, -1.042116)  -0.503

Force components x, y, z for each atom (eV/Å):
15.79 1.17 1.04
-0.15 -0.30 -1.74
-1.89 -4.33 7.81
2.29 -10.40 5.28
2.00 -1.01 1.60
4.37 7.63 2.04
-0.77 -0.39 -0.35
-2.13 -1.37 -2.69
-13.48 0.08 2.22
0.82 -0.08 -9.26
0.04 3.51 -0.59
-3.04 10.12 -2.59
1.32 0.24 0.18
-1.05 -1.50 -2.02
-1.05 0.36 -0.60
-4.86 -6.25 0.64
1.37 1.24 1.06
0.41 1.28 -2.01

Properties
Multiplicity: 1
LUMO, hartree: 0.024
SMILES: CC(=O)CCC(C)=O
Energy relative to the best compared isomer or geometry (same formula, charge and spin), kcal/mol: 129.3
Orbital gap, Ha: 0.37425
DFT total energy, eV: -10473.5609

=====

Record 3
This record from the Open Molecules 2025 dataset describes a molecular structure, C3H7FO3PS in a non-equilibrium geometry. The level of theory is wB97M-V/def2-TZVPD.

Each line ends with the Mulliken charge.
Cartesian coordinates (Å):
C (1.478262, 0.209760, -1.156192)  -0.780
C (0.877501, 0.233750, 1.620259)  -1.232
C (-1.245131, -0.750187, 0.152764)  0.467
O (-1.678481, -1.353570, 1.197094)  -0.647
O (1.131914, -2.191678, 0.382826)  -0.735
O (-1.211488, 1.861114, -1.141680)  -0.686
F (-1.684860, -1.561080, -1.065648)  -0.378
P (0.658452, -0.829873, 0.154516)  0.850
S (-2.381527, 1.222269, -0.314905)  0.074
H (0.695369, 1.067968, -1.258019)  0.232
H (2.472971, 0.632776, -0.852491)  0.333
H (1.515456, -0.467654, -2.132358)  0.254
H (0.515934, 1.184721, 1.253435)  0.310
H (0.068985, -0.150185, 2.233552)  0.377
H (1.732924, 0.441169, 2.185552)  0.407
H (-2.946287, 0.450704, -1.258705)  0.155

Force components x, y, z for each atom (eV/Å):
-1.60 -0.54 -1.37
-2.42 0.00 -1.08
-2.57 -4.01 2.61
1.30 2.61 -2.83
0.39 -1.42 -0.49
-0.93 0.49 0.67
0.55 1.36 0.39
1.09 2.78 0.66
2.74 -0.84 -0.94
1.31 -1.34 -0.24
-0.88 -0.78 -0.22
0.10 1.74 1.90
-0.24 0.61 -0.05
0.03 0.01 0.59
1.68 -0.43 0.40
-0.55 -0.24 0.00

Properties
Charge: -1
Multiplicity: 1
LUMO (alpha / beta), hartree: 0.126 / 0.126
Energy relative to the best compared isomer or geometry (same formula, charge and spin), kcal/mol: 0.0
Orbital gap (alpha / beta), Ha: 0.26738 / 0.26734
DFT total energy, eV: -32208.5152

=====

Record 4
This record from the Open Molecules 2025 dataset describes 7 unconnected molecules or ions with the total composition C10H35N13O7 in a non-equilibrium geometry. The level of theory is wB97M-V/def2-TZVPD.

Each line ends with the Mulliken charge.
Cartesian coordinates (Å):
C (3.905409, 1.200263, 2.825140)  -1.500
C (2.683519, 1.525603, 1.963050)  0.206
C (2.656379, 0.774083, 0.619640)  -0.560
O (2.292669, -0.650417, 0.780380)  -0.311
C (2.147309, -1.425097, -0.348330)  -0.480
N (1.439499, 1.241643, 2.662480)  -0.753
H (4.131589, 1.911233, 3.619780)  0.396
H (4.792399, 1.352863, 2.210260)  0.365
H (3.892699, 0.173723, 3.191420)  0.267
H (2.669829, 2.607463, 1.830800)  0.461
H (3.611799, 0.997973, 0.145160)  0.496
H (2.018889, 1.211483, -0.148730)  0.242
H (2.285559, -2.455147, -0.019720)  0.304
H (2.871399, -1.249007, -1.143810)  0.290
H (1.220639, -1.296077, -0.907560)  -0.061
H (1.492509, 0.235003, 2.599330)  0.345
H (0.765759, 1.483263, 1.949880)  0.400
C (-1.911351, 0.237513, 3.518830)  0.633
O (-1.776341, -0.736257, 2.794110)  -0.761
N (-2.246651, 0.286733, 4.724560)  -0.404
N (-2.036201, 1.435963, 3.089370)  -0.329
H (-2.589601, 1.136053, 5.150170)  0.129
H (-2.268901, -0.611357, 5.186120)  0.303
H (-2.109701, 2.272793, 3.650100)  0.175
H (-1.941771, 1.593373, 2.096190)  0.106
C (1.169899, -0.335917, -5.040370)  0.625
O (0.247129, -0.616417, -5.723700)  -0.728
N (2.457019, -0.106297, -5.383310)  -0.406
N (1.140519, -0.413517, -3.774250)  -0.085
H (3.209599, -0.019677, -4.715320)  0.156
H (2.634109, -0.066757, -6.376880)  0.239
H (0.244719, -0.610367, -3.351290)  0.120
H (2.021399, -0.656767, -3.344160)  0.124
C (-2.107511, -2.186347, -3.390850)  0.504
O (-1.357531, -1.593797, -2.692600)  -0.774
N (-3.142771, -2.903047, -2.989710)  -0.440
N (-1.974311, -2.274697, -4.694110)  -0.310
H (-3.709191, -3.401387, -3.661220)  0.177
H (-3.085651, -3.312657, -2.068270)  0.243
H (-1.206341, -1.813227, -5.160330)  0.176
H (-2.501781, -2.796807, -5.379150)  0.188
C (-1.984701, 4.926053, -1.175890)  0.647
O (-3.141031, 4.572193, -1.251350)  -0.651
N (-1.044861, 4.301533, -0.447480)  -0.213
N (-1.420561, 5.885853, -1.876210)  -0.375
H (-1.282311, 3.537993, 0.169540)  0.045
H (-0.078341, 4.594493, -0.458500)  0.138
H (-0.458131, 6.108453, -1.665820)  0.150
H (-1.938611, 6.612263, -2.349560)  0.244
C (-0.998771, 0.787883, -0.330290)  0.628
O (-0.591781, 1.499003, 0.603070)  -0.819
N (-1.019901, 1.081353, -1.585760)  -0.281
N (-1.510311, -0.408237, -0.078070)  -0.120
H (-0.413051, 1.837133, -1.869730)  0.286
H (-1.329781, 0.272843, -2.105740)  0.191
H (-1.744551, -0.937197, -0.905980)  0.200
H (-1.328161, -0.743387, 0.857130)  0.089
C (-0.490631, -4.054947, 4.194010)  0.684
O (-1.082041, -3.752407, 5.225570)  -0.696
N (-0.461961, -3.481587, 3.060880)  -0.230
N (0.132379, -5.181517, 4.111320)  -0.408
H (0.106729, -3.812817, 2.294740)  0.136
H (-1.044851, -2.658477, 3.007700)  0.202
H (0.785169, -5.369647, 3.363950)  0.149
H (0.303429, -5.762787, 4.919390)  0.237

Force components x, y, z for each atom (eV/Å):
0.61 0.21 -0.78
-0.33 0.04 0.63
0.31 -0.21 -0.87
1.03 2.35 0.96
0.25 -0.35 -0.98
0.65 -0.19 0.08
-0.84 -0.11 0.34
0.20 -0.47 -0.32
0.00 0.07 0.09
0.32 0.09 -0.75
0.81 -1.14 -0.04
-0.94 0.15 0.49
-0.28 -0.09 -0.20
0.83 0.20 0.15
-0.71 0.00 0.49
-0.94 -0.57 0.65
-0.87 -0.09 0.26
-0.75 -0.38 -3.35
1.04 -1.73 -0.38
-0.99 -3.01 7.93
0.30 5.63 -4.76
0.17 -0.76 0.10
-0.15 0.32 0.65
0.17 -0.53 -0.06
0.39 0.07 0.04
3.07 -0.64 -0.64
-2.88 0.08 -3.47
1.19 0.57 -3.09
-0.83 -0.03 6.18
-0.36 0.19 -0.46
0.45 -0.02 0.31
0.27 -0.48 0.42
-0.76 0.18 0.68
-1.67 -2.18 -2.80
2.54 2.23 2.85
-2.29 -1.54 2.20
1.38 0.66 -3.85
0.27 0.10 0.25
-0.29 0.27 -0.04
0.29 0.61 0.29
-0.38 -0.16 0.90
-0.67 -1.63 0.43
-0.73 0.13 0.19
0.95 -1.23 1.53
1.33 3.21 -2.08
0.10 -0.10 -0.24
-0.37 -0.16 0.15
-0.36 0.19 -0.20
-0.15 -0.46 0.16
-0.03 -0.39 3.51
0.29 0.98 -0.38
0.36 1.35 -2.65
-0.38 -0.92 0.32
-0.47 -0.23 -0.58
0.47 0.81 -1.24
0.06 -0.81 0.76
-0.59 -0.38 0.16
-1.50 -0.66 3.75
-0.43 1.06 0.02
-0.96 4.19 -4.05
3.57 -5.81 0.56
-0.46 0.38 0.25
0.25 0.56 -0.65
-0.25 0.06 0.12
-0.28 0.46 0.05

Properties
Multiplicity: 1
LUMO, hartree: 0.009
SMILES: COC[C@H](C)N.NC(N)=O.NC(N)=O.NC(N)=O.NC(N)=O.NC(N)=O.NC(N)=O
Energy relative to the best compared isomer or geometry (same formula, charge and spin), kcal/mol: 99.3
Orbital gap, Ha: 0.33034
DFT total energy, eV: -44644.0215

=====

Record 5
This record from the Open Molecules 2025 dataset describes 2 unconnected molecules or ions with the total composition C4H9NS3 in a non-equilibrium geometry. The level of theory is wB97M-V/def2-TZVPD.

Each line ends with the Mulliken charge.
Cartesian coordinates (Å):
C (1.944215, -1.121830, 1.116892)  -1.124
C (1.494542, -0.268103, 0.235410)  1.066
C (1.360887, -0.582914, -1.247657)  -1.109
C (0.979781, 1.074093, 0.521204)  -1.422
N (-2.887045, 0.312505, 1.132070)  -0.339
S (-3.934087, 1.341168, -1.463128)  -0.235
S (-3.952977, -0.586218, -1.411017)  0.075
S (-3.198656, -1.092019, 0.534037)  0.242
H (2.460785, -1.999435, 0.866453)  0.330
H (2.039433, -0.777270, 2.053748)  0.385
H (2.338323, -0.340868, -1.736856)  0.275
H (0.622953, 0.124147, -1.819960)  0.259
H (1.208471, -1.693219, -1.361077)  0.320
H (0.231450, 1.426493, -0.159159)  0.321
H (1.747813, 1.772957, 0.619635)  0.347
H (0.498866, 1.207904, 1.513257)  0.363
H (-2.954752, 1.202607, 0.606144)  0.246

Force components x, y, z for each atom (eV/Å):
0.28 0.01 -1.88
-1.43 -0.05 -2.31
0.55 0.13 -1.03
-1.56 0.36 2.35
0.43 -0.88 1.06
0.07 -0.24 0.00
-0.03 -0.36 0.06
-0.09 2.20 -0.72
0.22 -1.32 -0.43
0.22 0.85 3.56
-0.57 -0.28 0.25
0.96 -1.80 1.24
-0.20 1.26 -0.36
-0.17 0.14 -0.66
1.52 1.34 -0.47
0.13 -0.64 -0.25
-0.31 -0.71 -0.40

Properties
Multiplicity: 1
LUMO (alpha / beta), hartree: -0.073 / -0.035
Energy relative to the best compared isomer or geometry (same formula, charge and spin), kcal/mol: 60.8
Orbital gap (alpha / beta), Ha: 0.24613 / 0.29511
DFT total energy, eV: -38286.9142

=====

Record 6
This record from the Open Molecules 2025 dataset describes a single C2H6N4O2 molecule in a non-equilibrium geometry. The level of theory is wB97M-V/def2-TZVPD.

Each line ends with the Mulliken charge.
Cartesian coordinates (Å):
C (-0.577128, 0.393318, -0.402946)  0.427
C (0.580667, 0.208598, 0.469600)  0.394
H (-2.010134, -0.631780, 1.452765)  0.336
H (-2.393815, -0.528007, -0.804879)  0.295
H (0.095539, 1.989501, -1.080822)  0.294
H (0.409805, 1.916977, 1.209860)  0.286
H (2.124691, -1.006967, 0.824351)  0.305
H (1.840024, -0.555459, -1.495327)  0.348
N (-1.467764, -0.677512, -0.400035)  -0.200
N (-0.731991, 1.396504, -1.121622)  -0.746
N (1.026816, 1.114901, 1.238239)  -0.757
N (1.273796, -0.981716, 0.297487)  -0.195
O (-1.572793, -1.298906, 0.871323)  -0.401
O (1.402287, -1.339446, -1.057995)  -0.385

Force components x, y, z for each atom (eV/Å):
-1.08 -1.59 0.26
1.60 -0.21 0.26
0.37 -0.70 -0.40
0.50 0.16 0.05
-0.17 0.06 -0.03
-0.24 0.14 0.30
0.66 -0.06 -0.07
-0.47 -1.17 0.41
-0.24 0.08 0.37
-0.35 1.41 -1.25
0.17 -0.17 0.12
-0.96 0.11 0.07
-0.62 0.82 0.12
0.82 1.11 -0.22

Properties
Multiplicity: 1
LUMO, hartree: 0.023
SMILES: [H]/N=C(NO)\C(=N/[H])NO
Energy relative to the best compared isomer or geometry (same formula, charge and spin), kcal/mol: 92.2
Orbital gap, Ha: 0.38231
DFT total energy, eV: -12222.6548